Entry 1:
# C5H7N3O

2 unconnected molecules or ions with the total composition C5H7N3O in a non-equilibrium geometry (ωB97M-V/def2-TZVPD, the Open Molecules 2025 dataset).

Element x y z (Å)
1 C -0.355 1.194 -0.762
2 C -0.151 2.283 0.121
3 C -0.340 -0.012 -0.014
4 C 0.301 -2.581 -0.100
5 C 0.748 -2.999 1.149
6 H -1.008 2.514 -2.482
7 H 0.242 3.342 -0.079
8 H 0.536 2.224 2.053
9 H -0.388 -1.267 -1.424
10 H 0.319 -3.216 -0.972
11 H 0.740 -2.151 1.776
12 H 1.103 -4.019 1.379
13 N 0.135 1.689 1.281
14 N 0.095 0.375 1.329
15 N -0.401 -1.316 -0.451
16 O -0.197 1.253 -2.216

As for the HOMO-LUMO gap: 6.8 eV. The total energy is -434.020497 Ha. The net charge is 0. Its relative energy (zero: lowest compared OMol25 entry of this formula, charge and spin) is 140.4 kcal per mole. For the highest occupied orbital energy, the calculation gives -7.721 eV.

=====

Entry 2:
# C5H7N3O

A single C5H7N3O molecule in a non-equilibrium geometry (ωB97M-V/def2-TZVPD, the Open Molecules 2025 dataset).

Element x y z (Å)
1 C 0.030 1.704 0.270
2 N 0.535 0.447 -0.178
3 C -0.409 -0.632 -0.269
4 C 0.478 -1.922 0.114
5 O 1.765 -1.407 0.150
6 C 1.763 -0.061 -0.104
7 N 2.852 0.636 -0.170
8 C 4.112 0.226 -0.040
9 N 5.191 -0.036 0.230
10 H 0.682 2.539 0.008
11 H -0.959 1.834 -0.281
12 H 0.018 1.804 1.257
13 H -0.778 -0.590 -1.291
14 H -1.273 -0.432 0.481
15 H 0.153 -2.255 1.078
16 H 0.303 -2.663 -0.726

As for the HOMO-LUMO gap: 9.6 eV. Its SMILES is CN1CCO/C1=N\C#N. The total energy is -434.176957 Ha. The net charge is 0. Its relative energy (zero: lowest compared OMol25 entry of this formula, charge and spin) is 42.3 kcal per mole. For the highest occupied orbital energy, the calculation gives -9.170 eV.

=====

Number 1: LUMO -0.928 eV. Number 2: LUMO 0.429 eV.